(1)
Formula: C16H31NP2SW
Source: the OMol25 dataset
Level of theory: ωB97M-V with the def2-TZVPD basis set

```
52
Properties=species:S:1:pos:R:3:mulliken_spin:R:1
W -0.0287 -0.1149 3.8441 0.56
S -0.1005 0.8434 8.3737 0.06
P 0.1706 -1.3698 -2.7019 0.36
P 0.0349 1.7672 -2.5928 0.36
N -0.1330 0.6666 5.5882 0.00
C 0.5614 -1.4362 2.3136 -0.03
C 1.5909 0.8406 1.6197 0.03
C 0.2938 0.9746 -4.2714 0.02
C 1.1893 -0.6113 1.2196 0.04
C -0.7213 1.4346 2.6009 0.09
C -0.2136 -0.4693 -4.2998 0.01
C -1.8366 -0.7275 1.6605 0.03
C -1.5578 2.6179 -2.9653 0.04
C 0.7343 1.4746 2.6852 0.00
C 0.2112 -1.9405 4.9233 0.00
C 1.1511 3.2066 -2.8313 0.05
C -1.4439 0.7636 1.4452 0.05
C -0.9570 -2.7979 -2.9512 0.05
C 1.7327 -2.1823 -3.2473 0.04
C -0.8840 -1.4956 2.5206 0.11
C -0.1194 0.7789 6.8055 0.00
H -2.8400 -0.7723 2.1183 0.00
H 1.0097 3.8946 -1.9873 0.00
H 0.9300 3.7231 -3.7758 0.02
H 1.3740 1.0180 -4.4802 0.00
H -0.7701 -1.8745 5.4234 0.00
H -2.3926 1.3061 1.2871 0.00
H 2.1915 2.8557 -2.8306 0.00
H -1.3313 -2.3727 3.0207 -0.01
H 0.5800 -0.6042 0.2971 0.00
H -1.3067 -0.5013 -4.4276 0.00
H 1.5895 -2.6626 -4.2253 0.01
H 0.9895 -1.7114 5.6626 0.00
H -1.9949 -2.4550 -2.8479 0.00
H -1.9708 -1.2044 0.6669 0.02
H 0.2498 -1.0316 -5.1234 0.01
H -0.8065 -3.2483 -3.9422 0.02
H 2.6461 0.8407 1.9440 0.00
H 2.1209 -1.1204 0.9194 0.01
H 2.5380 -1.4390 -3.3089 0.00
H 2.0068 -2.9369 -2.4978 0.00
H -2.3706 1.8820 -3.0154 0.00
H -1.2812 2.2124 3.1380 0.00
H 1.5961 1.4407 0.6866 0.01
H 1.1854 -2.2687 2.6719 0.01
H -0.2298 1.5886 -5.0185 0.01
H -0.7502 -3.5395 -2.1682 0.00
H -1.4845 3.1611 -3.9178 0.02
H 0.3361 -2.8935 4.4093 0.00
H -1.7701 3.3226 -2.1500 0.00
H 1.1927 2.2944 3.2529 0.00
H -0.9110 0.8730 0.4798 0.00
```

Calculated values
* multiplicity: 3
* highest occupied orbital energy (alpha / beta): -0.5287 / -0.5229 Eh
* ⟨S²⟩: 2.02
* ΔE to the lowest compared entry with this formula, charge and spin: 0.00 kJ/mol
* orbital gap (alpha / beta): 0.2529 / 0.1801 Eh
* net charge: +2

---

(2)
Formula: C16H31NP2Ti
Source: the OMol25 dataset
Level of theory: ωB97M-V with the def2-TZVPD basis set

```
51
Properties=species:S:1:pos:R:3:lowdin_charge:R:1
Ti -2.9886 3.7457 1.7118 0.65
P -4.6836 2.6861 0.3234 0.89
P -4.6015 5.1718 1.1690 0.79
N 0.0246 5.4769 1.2668 0.03
C -1.0593 4.9582 1.2981 -0.27
C -6.3964 3.7281 0.6464 -0.36
C -2.0188 -0.0299 -2.9489 -0.20
C -2.4488 -2.4875 -3.9282 -0.09
C -2.9265 -1.0101 -3.7558 -0.19
C -2.6356 -0.9462 -0.6670 -0.15
C -3.1581 -2.3381 -0.8917 -0.18
C -1.8296 -3.2555 -3.0189 -0.11
C -4.8313 4.6451 3.2096 -0.13
C -3.9705 6.7486 1.5657 -0.22
C -4.6094 2.8061 -1.5770 -0.20
C -5.8694 1.2386 0.4102 -0.22
C -1.8325 -0.1352 -1.3986 -0.10
C -2.0790 -3.2332 -1.5597 -0.20
C -6.1331 5.1577 0.1276 -0.25
C -2.5976 2.1192 3.0984 -0.08
H -5.3587 3.7301 3.4570 0.05
H -5.8273 5.2029 -0.9416 0.11
H -1.6151 2.1253 3.6175 0.06
H -4.2112 1.9049 -2.1075 0.06
H -3.5996 7.0110 2.5097 0.07
H -2.8645 -0.4924 0.3260 0.07
H -6.9269 1.5821 0.3381 0.05
H -5.0256 7.0824 1.7077 0.09
H -2.6885 -2.8903 -4.9569 0.12
H -4.1757 -2.3479 -1.3420 0.12
H -2.1403 -4.2754 -1.2393 0.12
H -2.3069 1.0095 -3.2026 0.09
H -6.3085 3.6759 1.7465 0.03
H -0.9912 0.4898 -1.0626 0.10
H -0.9823 -0.1214 -3.3192 0.11
H -3.1757 -2.8102 0.1125 0.12
H -4.0589 4.8008 3.9566 0.07
H -7.3695 3.1778 0.4793 0.12
H -5.7947 0.4126 -0.3255 0.08
H -4.0380 3.6309 -2.0047 0.05
H -1.1529 -2.9313 -1.0812 0.11
H -3.4170 7.1591 0.7382 0.08
H -5.6029 2.9556 -1.9969 0.07
H -5.4780 5.4777 3.5074 0.09
H -2.5002 1.7661 2.0254 -0.01
H -2.9310 -0.4960 -4.7487 0.11
H -3.1300 1.3078 3.6132 0.05
H -5.7691 0.8244 1.4159 0.05
H -3.9882 -1.0588 -3.4473 0.10
H -6.7911 6.0556 0.2232 0.13
H -1.2666 -4.1548 -3.3332 0.12
```

Calculated values
* highest occupied orbital energy (alpha / beta): -0.4618 / -0.4618 Eh
* orbital gap (alpha / beta): 0.1039 / 0.1022 Eh
* net charge: +2

---

(3)
Formula: C16H32BClN2O3P
Source: the OMol25 dataset
Level of theory: ωB97M-V with the def2-TZVPD basis set

```
56
Properties=species:S:1:pos:R:3:lowdin_charge:R:1
Cl 2.3349 1.1115 4.2208 0.85
P -1.8217 -0.4791 3.8337 0.91
O -1.7952 -1.8205 4.8565 -0.28
O 3.1501 -0.6942 -4.7530 -0.19
O 0.1788 -2.8932 1.0837 0.12
N -1.1969 0.8436 4.7706 -0.16
N 1.2343 0.4565 3.1088 -0.48
C -0.2034 0.1484 1.4268 -0.20
C 0.4579 3.4242 2.9635 0.14
C -0.5283 0.6657 -0.9995 -0.21
C -0.5817 -0.9232 2.5039 -0.36
C -1.2413 0.6391 0.3908 -0.12
C 0.8277 2.5656 1.9009 -0.06
C -3.5724 -2.1659 1.4326 -0.12
C 0.6576 0.6664 -3.6093 -0.23
C 3.9141 -0.7664 -3.5638 -0.12
C 0.8464 -0.9915 3.1817 -0.11
C -2.3072 -3.0543 1.6697 -0.13
C 1.2090 0.7196 -5.0497 -0.18
C -0.7960 1.2202 -3.5541 -0.17
C -1.4485 1.1681 -2.1232 -0.18
C 2.7530 0.6465 -5.0730 -0.23
C 0.6644 1.1633 2.1773 -0.22
B -0.9169 -2.3007 1.7313 -0.46
H -2.1057 -0.0268 0.2763 0.11
H 1.6108 -1.4478 2.5317 0.15
H 0.9026 1.6403 -5.5743 0.12
H 0.8643 -0.1256 -5.6654 0.12
H -2.3622 0.5573 -2.1751 0.11
H 1.1858 3.6699 3.7499 0.07
H 0.4148 1.2303 -0.9144 0.11
H -4.3312 -2.4657 2.1733 0.08
H -0.7223 2.2734 -3.8513 0.11
H 3.2456 -0.7347 -2.6810 0.08
H -1.6033 1.6483 0.6429 0.13
H -3.4204 -1.0918 1.5862 0.02
H -1.6844 0.7767 5.6673 0.05
H -2.2454 -3.7531 0.8150 0.11
H 0.8544 -1.2750 4.2399 0.12
H 1.1923 2.9101 0.9271 0.13
H -1.7606 2.1961 -1.8744 0.11
H 0.5394 -0.3955 0.7998 0.15
H -4.0390 -2.3342 0.4525 0.08
H -0.9647 -2.3187 4.7612 0.05
H -0.0895 -2.9430 0.1497 0.12
H 4.6119 0.0870 -3.4658 0.09
H 1.3217 1.2668 -2.9672 0.11
H -0.2080 0.7518 5.0175 -0.01
H 3.1725 1.3884 -4.3745 0.11
H -1.3861 0.6017 -4.2414 0.11
H -0.2666 -0.3901 -1.2028 0.11
H 0.7034 -0.3876 -3.2901 0.11
H -2.3901 -3.7006 2.5609 0.12
H 4.5415 -1.6682 -3.5482 0.09
H 3.1410 0.8392 -6.0862 0.12
H -0.5411 3.8715 3.0338 0.10
```

Calculated values
* SMILES string: C=CC1=[N+](Cl)C[C@@](B(O)CC)(P(N)O)[C@H]1CCCCCCCOC
* highest occupied orbital energy: -0.4228 Eh
* ΔE to the lowest compared entry with this formula, charge and spin: 0.00 kJ/mol
* orbital gap: 0.2186 Eh
* net charge: +1

---

(4)
Formula: C16H32BN8Pt
Source: the OMol25 dataset
Level of theory: ωB97M-V with the def2-TZVPD basis set

```
58
Properties=species:S:1:pos:R:3:lowdin_charge:R:1
Pt 0.1496 -0.1311 -0.0428 1.45
N 2.4437 -0.1098 -0.2858 -0.05
N 0.3991 -2.3727 -0.5283 -0.05
N 3.2553 -1.1360 -0.6014 -0.05
N 1.5376 -3.0486 -0.7689 -0.05
N -0.4691 0.6904 -2.1068 -0.11
N -2.2408 -0.2414 0.3539 -0.06
N -0.0706 2.2589 0.3076 -0.06
N -0.0398 -0.2466 2.2524 -0.11
C 4.5357 -0.6885 -0.6915 0.01
C -0.2077 2.1314 -2.1848 -0.13
C 3.2117 0.9770 -0.1731 -0.14
C -2.4958 -0.1676 1.8014 -0.15
C 4.5507 0.6601 -0.4247 0.01
C -0.1084 -4.5388 -0.8463 0.01
C -1.3580 -0.7646 2.6329 -0.13
C -1.7533 0.1729 -2.5835 -0.17
C -0.5996 -3.2571 -0.5756 -0.14
C -0.2935 2.2429 2.8659 -0.12
C 1.2502 -4.3625 -0.9622 0.01
C -3.1628 0.6320 -0.3764 -0.16
C -3.0382 0.6652 -1.9124 -0.12
C -0.7482 2.7836 1.4957 -0.16
C 0.4896 0.9299 2.9450 -0.17
C -0.6107 2.8801 -0.9123 -0.15
B 2.9489 -2.5745 -0.8428 -0.47
H -2.6437 0.8736 2.0780 0.11
H -0.6205 3.8741 1.5329 0.16
H 3.4303 -2.9173 -1.8884 0.10
H 0.2525 0.2090 -2.6488 0.14
H 0.8591 2.2834 -2.3673 0.14
H -2.4015 -1.2005 0.0450 0.11
H 0.3667 2.9769 3.3305 0.14
H -3.0513 1.6410 0.0245 0.10
H 3.6382 -3.2538 -0.1314 0.10
H 5.3512 -1.3407 -0.9350 0.16
H -1.6259 -2.9878 -0.4186 0.09
H -0.2592 3.9138 -1.0112 0.16
H -1.8189 2.6132 1.3693 0.10
H -3.8215 0.0381 -2.3411 0.14
H -0.6722 -5.4444 -0.9376 0.13
H 5.3891 1.3265 -0.4119 0.13
H -1.8617 0.4233 -3.6501 0.16
H -1.6949 2.9153 -0.8364 0.11
H 2.8207 1.9447 0.0736 0.09
H -0.7533 2.5739 -3.0261 0.16
H 0.9200 2.4929 0.3789 0.11
H -1.6978 -0.9190 -2.5178 0.13
H 0.6450 -0.9934 2.3920 0.14
H 0.5745 0.7000 4.0185 0.16
H -3.4145 -0.7059 2.0627 0.16
H -1.1752 2.1912 3.5048 0.13
H -1.3556 -1.8505 2.5094 0.14
H -3.2627 1.6819 -2.2355 0.13
H -4.1963 0.3334 -0.1538 0.16
H 2.0130 -5.0885 -1.1690 0.16
H 1.5079 1.0844 2.5721 0.13
H -1.5620 -0.5525 3.6888 0.16
```

Calculated values
* highest occupied orbital energy: -0.6058 Eh
* ΔE to the lowest compared entry with this formula, charge and spin: 316.05 kJ/mol
* orbital gap: 0.1291 Eh
* net charge: +3